Density functional theory data (ωB97M-V/def2-TZVPD) for C5H10NO8 in the gas phase in a non-equilibrium geometry.

Last column: Mulliken spin population.
Element x y z (Å)
C 0.468 0.977 -0.025  0.011
H 0.049 2.504 1.121  0.001
H 2.247 -0.421 1.547  -0.002
C -0.787 -1.291 -0.140  -0.002
H -0.868 -1.239 -1.232  0.015
H 1.359 -1.998 1.668  0.001
O 1.734 2.048 -2.124  0.001
O 1.437 -1.209 -0.720  0.204
H 0.679 -0.493 2.462  0.000
H 1.799 1.426 -2.933  0.000
O 0.715 -1.422 -1.956  0.757
C -0.344 1.401 -1.294  -0.005
O 0.249 2.296 -2.228  0.001
O -1.654 -1.929 2.029  0.000
O -3.288 -0.447 2.002  0.001
H 1.508 1.290 -0.212  0.004
H -0.712 0.590 -1.884  0.003
C 0.546 -0.594 0.242  0.010
C 1.242 -0.892 1.596  0.001
N -2.341 -1.046 1.533  0.000
H -0.734 -2.338 0.142  -0.001
H -1.241 1.925 -0.943  0.000
O -2.043 -0.679 0.182  -0.001
O -0.020 1.540 1.164  0.000

Cartesian forces, eV/Å:
C 0.83 -0.64 -0.80
H 0.01 -0.24 -0.04
H -0.58 -0.28 0.18
C -0.57 0.07 -0.94
H -0.06 -0.10 0.88
H -0.08 0.80 0.15
O -1.62 -1.04 -2.84
O -2.08 -0.58 -3.75
H 0.33 -0.27 -0.65
H 0.22 1.36 1.75
O 3.97 0.55 2.28
C -0.83 0.12 0.78
O 2.46 0.10 1.07
O -1.23 1.52 -0.30
O 1.54 -0.97 -0.73
H -0.37 -0.17 0.25
H -0.01 -0.91 -0.15
C -1.05 1.27 -0.02
C -0.23 -0.27 -0.59
N -1.05 0.07 0.93
H -0.24 0.03 0.04
H 0.10 0.02 0.05
O 0.93 -0.77 2.20
O -0.36 0.31 0.28

Its spin multiplicity is 2. The value obtained for the molar mass is 212.134 g/mol. The energy above the lowest of the compared OMol25 structures with the same formula, charge and spin is 211.76 kJ/mol. The HOMO energy (alpha / beta) comes out at -10.49 / -10.49 eV.

***

Density functional theory data (ωB97M-V/def2-TZVPD) for a molecular structure, C31H53AlF6NO41S10 in a non-equilibrium geometry.

Last column: Löwdin charge in e.
Element x y z (Å)
O 0.593 3.173 -4.403  -0.220
C -0.521 0.973 0.900  -0.113
H -5.105 5.701 -0.054  0.134
C -0.001 -3.436 -2.501  -0.239
O -5.370 -1.480 4.862  -0.185
O -2.715 -5.280 -6.159  -0.186
O -2.319 4.198 -2.760  -0.231
H -1.513 -4.701 -3.550  0.026
S 2.246 -4.133 2.304  0.623
O -3.475 6.542 6.897  -0.224
O 1.270 -11.284 1.034  -0.227
C -2.097 -5.538 -8.396  -0.178
F 0.259 0.292 3.023  0.137
H 4.197 3.317 0.172  0.128
H -2.483 1.691 0.499  0.120
H 0.727 -3.895 4.780  0.131
O -2.953 6.306 -1.665  -0.184
H -0.256 -5.893 3.794  0.139
H 7.276 -1.625 3.814  0.136
C 1.708 5.890 -3.040  -0.158
S 1.601 4.104 -4.763  0.616
O 3.296 -4.796 1.622  -0.202
C 2.602 3.487 1.626  -0.159
O -0.629 -6.479 -5.662  -0.214
O 4.090 -1.805 -0.292  -0.199
H -1.888 2.898 5.236  0.120
O -5.067 -3.913 4.710  -0.214
S 3.221 5.808 2.283  0.599
C -3.165 3.769 -6.476  -0.162
C -2.180 3.591 -5.341  -0.174
F 2.387 0.787 -2.874  -0.027
O 2.814 3.952 -3.728  -0.171
H -6.122 5.458 -1.494  0.137
O 1.812 -8.994 1.768  -0.202
C -0.046 -2.511 -1.254  -0.316
H 7.115 -0.702 2.302  0.141
H 1.795 6.967 -2.918  0.136
F -1.754 -0.264 2.477  0.103
O 2.123 4.193 -6.079  -0.212
C 2.343 0.461 -1.501  -0.368
C -4.376 -0.523 5.244  -0.167
H -2.142 -5.091 -9.386  0.132
C -2.168 3.945 5.314  -0.172
H 3.783 5.761 -3.649  0.134
H -2.124 -6.627 -8.486  0.131
H -1.853 4.539 -4.927  0.120
H -1.821 -4.348 -1.806  0.064
C 4.007 3.744 1.153  -0.164
O 4.325 0.815 1.977  -0.207
H 2.008 -7.858 -1.313  0.142
O 5.986 1.392 3.692  -0.191
O -5.261 2.240 -4.533  -0.230
C 0.002 1.358 -1.827  0.013
O -0.686 -3.996 -5.599  -0.200
H 3.391 -8.777 0.468  0.135
C -0.996 4.872 5.071  -0.156
H 1.340 -6.650 3.579  0.126
H -3.347 -3.959 -7.596  0.135
Al 2.612 -1.589 -1.355  0.173
H 1.703 -5.197 5.501  0.134
C 2.502 -8.221 0.774  -0.156
H -2.433 -0.831 6.169  0.136
C -3.138 -1.347 5.521  -0.167
H -1.312 3.015 -5.654  0.120
O 1.116 5.571 -4.307  -0.195
H 4.742 3.361 1.862  0.118
H 2.801 -7.256 1.180  0.113
O -2.888 2.833 -4.346  -0.248
C 3.053 5.196 -3.064  -0.153
O -1.458 5.808 8.147  -0.221
C 6.795 -0.771 3.344  -0.160
O 2.348 4.499 2.618  -0.192
H -0.799 5.028 4.013  0.139
H 0.197 1.492 -2.889  0.100
H 3.447 5.024 -2.065  0.131
C -1.265 1.676 -1.306  -0.052
H -2.030 2.044 -1.988  0.086
H 0.239 -2.791 -3.365  0.093
C 7.050 0.523 4.089  -0.168
H -3.890 4.557 -6.254  0.129
C 1.408 -4.723 4.568  -0.168
O -3.620 -2.538 6.156  -0.191
O 2.374 6.793 1.706  -0.236
S -5.115 -2.857 5.653  0.607
C 0.739 0.652 0.402  0.013
H -2.675 3.985 -7.422  0.135
S -1.104 -5.230 -6.139  0.603
O -4.363 4.355 -1.413  -0.172
S 4.681 0.523 3.320  0.607
O 3.757 0.608 4.394  -0.214
O -2.186 4.423 -0.281  -0.200
C -4.331 6.646 -1.843  -0.168
C -1.507 1.482 0.049  -0.032
O 1.827 -2.824 1.972  -0.229
H 0.719 -4.261 -2.428  0.107
H -4.724 -0.013 6.146  0.133
H 1.067 5.486 -2.254  0.134
C -0.824 0.741 2.366  -0.540
H -2.637 -1.633 4.594  0.125
O -5.965 -2.893 6.789  -0.224
H -2.989 4.154 4.625  0.135
O -3.870 2.527 -6.546  -0.190
H 3.721 -1.958 0.588  -0.042
C -5.099 5.548 -1.136  -0.163
H -4.546 6.653 -2.914  0.132
S -3.985 1.903 -5.063  0.615
H -0.434 -1.520 -1.583  0.098
C -3.195 -5.035 -7.481  -0.172
O -1.374 6.102 5.705  -0.186
H 2.492 2.494 2.052  0.112
F 3.373 1.199 -0.911  -0.006
F -1.351 1.844 2.950  0.120
H 1.058 -2.157 0.470  0.003
O 0.948 -5.086 2.306  -0.184
H -4.220 0.207 4.453  0.132
O 4.129 5.178 1.115  -0.195
H 8.012 0.963 3.840  0.134
C 1.521 -8.081 -0.367  -0.145
H -4.536 7.630 -1.427  0.134
S -2.799 4.705 -1.526  0.629
O 5.373 -0.923 3.361  -0.176
O -2.611 4.248 6.643  -0.192
O 0.853 -9.353 -0.423  -0.187
S 0.747 -9.964 1.056  0.601
H -4.138 -5.552 -7.644  0.132
H 1.883 3.616 0.814  0.136
C -1.461 -3.930 -2.768  -0.123
F 3.060 -2.322 -2.905  -0.224
H 1.562 0.252 1.004  0.128
H -0.827 -2.927 -0.576  0.099
C 0.975 0.851 -0.959  -0.158
H -0.089 4.503 5.556  0.139
C 0.795 -5.703 3.588  -0.162
O -3.513 0.568 -5.107  -0.208
N 1.203 -2.472 -0.485  -0.057
O -0.882 -5.177 -7.738  -0.187
H 0.773 -7.313 -0.157  0.137
S -2.280 5.783 6.991  0.605
O -0.538 -9.670 1.582  -0.226
O 2.551 -4.195 3.888  -0.185
O 4.047 6.087 3.404  -0.226
H -2.116 -3.067 -2.976  0.080
H 6.986 0.378 5.171  0.131

Cartesian forces, eV/Å:
O 0.14 -0.03 -0.38
C 0.55 0.10 0.07
H -0.03 0.06 -0.02
C -1.24 0.99 -0.54
O 0.30 -0.41 -0.07
O 0.32 -0.33 -0.17
O 0.50 1.14 1.63
H -0.16 0.45 0.45
S -0.33 -0.21 0.02
O 0.07 0.15 0.17
O -0.24 -0.10 0.03
C -0.14 -0.49 -0.03
F -0.50 0.75 0.44
H -0.03 0.15 -0.04
H 0.25 0.05 -0.35
H -0.04 -0.05 0.02
O -0.14 -0.26 0.33
H -0.03 0.11 -0.22
H -0.26 -0.08 0.06
C -0.19 -0.19 0.55
S 0.46 0.12 0.74
O 0.13 0.08 0.09
C -0.41 -0.26 -0.62
O -0.03 0.07 0.19
O -1.13 0.28 -0.25
H -0.03 0.01 0.22
O -0.22 -0.08 0.07
S 0.07 -0.79 -0.26
C -0.24 0.46 0.29
C 0.35 -0.22 -0.51
F 0.03 0.43 0.52
O -0.50 0.06 -0.08
H 0.09 -0.24 -0.11
O -0.48 -0.02 -0.14
C -0.31 -0.82 0.81
H 0.02 -0.01 0.02
H -0.09 0.00 -0.25
F 0.01 0.62 0.49
O -0.32 -0.04 -0.14
C -0.52 -1.14 -0.73
C -0.01 0.33 0.47
H 0.21 0.12 0.08
C -0.21 0.02 -0.51
H -0.01 0.02 0.04
H -0.07 0.02 -0.03
H -0.07 -0.09 0.20
H -0.05 -0.11 -0.53
C 0.49 -0.54 0.25
O -0.24 0.26 0.36
H -0.09 -0.24 -0.06
O -0.12 -0.21 -0.32
O 0.00 -0.19 0.11
C -0.69 -0.06 0.70
O 0.29 0.01 -0.21
H -0.02 0.01 -0.01
C 0.44 -0.39 0.11
H -0.04 -0.01 0.05
H 0.00 -0.02 -0.04
Al 1.99 -1.53 0.11
H 0.24 0.04 -0.09
C 0.56 0.09 -0.32
H -0.07 -0.18 0.16
C 0.36 0.08 -0.54
H -0.03 0.02 -0.01
O 0.37 -0.08 -0.30
H -0.01 -0.02 -0.04
H -0.12 -0.06 0.15
O -1.08 -1.02 -1.67
C 0.28 0.38 -0.09
O -0.23 0.07 0.16
C 0.35 0.11 -0.55
O 0.55 0.45 0.03
H -0.08 0.24 0.05
H 0.11 -0.10 0.41
H -0.05 -0.24 -0.05
C 0.59 -0.49 0.05
H 0.17 -0.19 0.34
H 0.47 -0.55 0.22
C 0.13 -0.23 0.45
H 0.04 0.03 -0.03
C -0.43 0.29 0.08
O -0.48 0.15 0.10
O 0.15 0.20 0.10
S 0.27 0.45 -0.08
C -0.15 0.21 -0.30
H -0.06 -0.25 -0.06
S -0.12 0.02 -0.42
O 0.27 0.16 -0.41
S 0.45 -0.45 -0.21
O -0.20 0.02 -0.16
O 0.21 0.12 -0.07
C -0.26 0.03 -0.39
C -0.44 -0.14 0.38
O 0.54 -0.05 1.09
H -0.17 0.31 0.17
H 0.05 0.02 -0.01
H 0.05 0.01 0.03
C 0.04 -1.04 -1.89
H 0.00 0.07 0.00
O 0.01 -0.24 0.00
H 0.04 -0.02 -0.03
O 0.18 -0.29 0.17
H 0.32 -0.05 -0.08
C -0.06 0.23 0.46
H -0.05 0.00 0.02
S 0.61 0.46 -0.08
H 0.13 -0.24 0.07
C -0.10 0.46 -0.22
O -0.56 -0.09 0.10
H -0.04 0.13 0.19
F -0.54 0.31 0.00
F 0.29 -0.43 0.51
H -0.32 -0.10 -0.84
O 0.13 0.37 0.17
H -0.14 -0.19 -0.17
O -0.68 0.35 0.16
H -0.14 0.17 -0.12
C -0.26 0.57 0.19
H 0.23 -0.02 0.08
S -0.37 0.45 0.01
O -0.15 0.36 0.48
O 0.34 0.28 0.15
O 0.31 -0.36 0.37
S 0.27 0.54 -0.38
H 0.04 -0.09 0.22
H -0.02 -0.06 0.02
C 0.56 -0.13 1.06
F -0.69 0.84 1.14
H -0.46 0.14 -0.04
H 0.17 0.26 -0.32
C 1.09 0.71 -0.71
H -0.01 -0.03 -0.05
C 0.20 -0.42 0.20
O -0.34 -0.11 -0.02
N 0.09 0.81 -1.53
O -0.27 0.26 0.20
H 0.06 0.04 -0.02
S 0.28 -0.28 -0.46
O 0.02 -0.25 0.20
O 0.03 -0.43 -0.27
O -0.18 0.27 0.06
H 0.24 -0.41 -0.24
H 0.03 -0.01 -0.01

Its spin multiplicity is 1. The value obtained for the molar mass is 1557.371 g/mol. The energy above the lowest of the compared OMol25 structures with the same formula, charge and spin is 0.00 kJ/mol. The charge is -1. The HOMO energy comes out at -4.81 eV.